Density functional theory data (ωB97M-V/def2-TZVPD) for C19H29CrN4Si as an isolated structure.

```
54
Properties=species:S:1:pos:R:3
Cr -1.290 0.209 0.066
C -1.321 -1.995 1.371
C -1.073 -0.785 2.391
N -1.658 0.548 1.982
C -1.018 1.835 2.408
C -0.978 2.781 1.211
C -0.930 4.162 1.230
C -0.956 4.829 0.008
C -1.067 4.141 -1.199
C -1.108 2.761 -1.152
C -1.272 1.794 -2.321
N -1.859 0.510 -1.817
C -1.270 -0.813 -2.250
C -1.547 -2.026 -1.254
N -2.028 -1.628 0.104
N -1.016 2.148 0.034
H -1.892 -2.758 1.897
H -0.355 -2.421 1.111
H -0.004 -0.657 2.545
H -1.508 -1.065 3.348
H -2.638 0.559 2.251
H -0.006 1.626 2.750
H -1.559 2.288 3.239
H -0.893 4.713 2.160
H -0.923 5.911 -0.003
H -1.136 4.676 -2.136
H -0.299 1.584 -2.763
H -1.897 2.233 -3.098
H -2.858 0.497 -2.005
H -0.201 -0.674 -2.386
H -1.686 -1.083 -3.220
H -0.618 -2.585 -1.154
H -2.286 -2.682 -1.708
H -3.026 -1.768 0.192
C 2.067 0.971 1.399
Si 1.263 0.091 -0.056
C 1.926 0.957 -1.589
C 1.828 -1.691 -0.074
C 2.121 -2.366 1.118
C 2.536 -3.690 1.110
C 2.669 -4.368 -0.094
C 2.403 -3.713 -1.290
C 1.988 -2.389 -1.277
H 3.147 0.897 1.237
H 1.878 0.534 2.380
H 1.827 2.035 1.433
H 3.015 0.892 -1.521
H 1.674 2.020 -1.612
H 1.656 0.510 -2.546
H 2.052 -1.849 2.070
H 2.770 -4.189 2.041
H 3.000 -5.398 -0.103
H 2.536 -4.230 -2.231
H 1.822 -1.889 -2.227
```

Calculated values
- Largest force on an atom: 0.58 eV Å⁻¹
- Gap between HOMO and LUMO (alpha / beta): 7.903 / 7.593 eV
- HOMO level (alpha / beta): -14.419 / -14.033 eV
- Expectation value of S²: 0.82
- Spin multiplicity: 2
- Net charge: +2

The natural (NBO) scheme yields these atomic charges, measured in e: number 1, Cr, carries 0.687; number 2, C, carries -0.256; number 3, C, carries -0.261; number 4, N, carries -0.584; number 5, C, carries -0.258; number 6, C, carries 0.244; number 7, C, carries -0.219; number 8, C, carries -0.092; number 9, C, carries -0.219; number 10, C, carries 0.244; number 11, C, carries -0.258; number 12, N, carries -0.585; number 13, C, carries -0.266; number 14, C, carries -0.246; number 15, N, carries -0.648; number 16, N, carries -0.471; number 17, H, carries 0.246; number 18, H, carries 0.266; number 19, H, carries 0.241; number 20, H, carries 0.250; number 21, H, carries 0.411; number 22, H, carries 0.254; number 23, H, carries 0.248; number 24, H, carries 0.257; number 25, H, carries 0.257; number 26, H, carries 0.257; number 27, H, carries 0.253; number 28, H, carries 0.249; number 29, H, carries 0.410; number 30, H, carries 0.242; number 31, H, carries 0.254; number 32, H, carries 0.261; number 33, H, carries 0.243; number 34, H, carries 0.419; number 35, C, carries -1.147; number 36, Si, carries 1.362; number 37, C, carries -1.148; number 38, C, carries -0.484; number 39, C, carries -0.248; number 40, C, carries -0.185; number 41, C, carries -0.175; number 42, C, carries -0.199; number 43, C, carries -0.233; number 44, H, carries 0.275; number 45, H, carries 0.233; number 46, H, carries 0.242; number 47, H, carries 0.275; number 48, H, carries 0.242; number 49, H, carries 0.234; number 50, H, carries 0.207; number 51, H, carries 0.235; number 52, H, carries 0.240; number 53, H, carries 0.236; number 54, H, carries 0.206